Entry 1:
The following is a quantum chemistry calculation of a molecular structure, C34H39N5O2P2S2Ti, from the Open Molecules 2025 dataset.

Calculated values
LUMO level (spin up / spin down) = -0.3573 / -0.7709 eV
HOMO-LUMO gap (spin up / spin down) = 6.94 / 7.80 eV
highest occupied orbital energy (spin up / spin down) = -0.26833 / -0.31494 Ha
ΔE to the lowest compared entry with this formula, charge and spin = 0.0 kcal per mole
spin multiplicity = 3

Geometry (Å):
Ti (0.0892, 0.8332, 1.9018)
C (-1.8087, 1.9604, -6.0352)
C (-1.8924, 0.7244, -5.5430)
C (-1.1108, -0.4736, -5.9840)
C (0.2965, -0.2075, -6.5714)
C (1.1775, 0.6634, -5.7167)
C (1.2496, 1.9988, -5.7452)
C (0.4956, 2.9120, -6.6717)
C (-0.9033, 2.4382, -7.1372)
C (1.6560, 0.7024, 3.2683)
H (-2.5020, 2.7365, -5.6761)
H (-2.6752, 0.4956, -4.8107)
H (-1.6880, -1.0345, -6.7400)
H (-1.0018, -1.1521, -5.1229)
H (0.7908, -1.1899, -6.6519)
H (0.2010, 0.1751, -7.5941)
H (1.8594, 0.1015, -5.0643)
H (1.9922, 2.5097, -5.1225)
H (1.0942, 3.1096, -7.5786)
H (0.3777, 3.8854, -6.1705)
H (-1.3882, 3.3158, -7.5958)
H (-0.7954, 1.6936, -7.9340)
H (1.2250, 1.2560, 4.1193)
H (2.6531, 1.0670, 2.9983)
H (1.6702, -0.3655, 3.5025)
P (1.7752, -0.2738, 0.4445)
P (-1.0824, -0.6756, 0.4031)
N (2.9036, 0.9569, -0.1170)
N (2.9162, -1.5982, 0.9321)
N (-1.9691, 0.5552, -0.5180)
N (-2.4653, -1.6625, 0.8166)
C (1.1678, -0.9639, -1.1279)
C (-0.2084, -1.6072, -0.8925)
C (2.8033, 2.2930, 0.2732)
C (3.7465, 3.0242, -0.4284)
C (4.4505, 2.1205, -1.2855)
C (3.9099, 0.8561, -1.0785)
C (3.8396, -1.5044, 1.9802)
C (4.5822, -2.6749, 2.0377)
C (4.1065, -3.5337, 0.9957)
C (3.0722, -2.8602, 0.3571)
C (-2.1171, 1.8736, -0.0709)
C (-2.5003, 2.6504, -1.1581)
C (-2.5606, 1.8062, -2.3033)
C (-2.2454, 0.5228, -1.8786)
C (-3.5868, -1.8871, 0.0072)
C (-4.4317, -2.7772, 0.6623)
C (-3.8012, -3.1254, 1.9048)
C (-2.5973, -2.4455, 1.9635)
H (1.8772, -1.6888, -1.5470)
H (1.1137, -0.1276, -1.8433)
H (-0.7899, -1.6597, -1.8218)
H (-0.1218, -2.6405, -0.5132)
H (2.0752, 2.5933, 1.0192)
H (3.9054, 4.0906, -0.3387)
H (5.2505, 2.3762, -1.9692)
H (4.1478, -0.0974, -1.5282)
H (3.8551, -0.6372, 2.6212)
H (5.3739, -2.8958, 2.7426)
H (4.4723, -4.5183, 0.7461)
H (2.4320, -3.1839, -0.4456)
H (-2.0302, 2.1204, 0.9872)
H (-2.7146, 3.7085, -1.1440)
H (-2.7945, 2.0883, -3.3205)
H (-2.2059, -0.4076, -2.4277)
H (-3.6823, -1.3911, -0.9435)
H (-5.3746, -3.1360, 0.2839)
H (-4.1937, -3.8006, 2.6516)
H (-1.8340, -2.4088, 2.7280)
O (-0.5246, 2.7516, 7.7764)
S (0.0617, 1.6010, 7.1372)
O (1.4528, 1.2950, 7.3855)
N (-0.2583, 1.5554, 5.4655)
C (-1.1216, 0.6368, 5.1238)
S (-1.5477, 0.3427, 3.4455)
C (-1.5672, -0.2411, 6.1996)
C (-2.2570, -1.4580, 6.1520)
C (-2.2992, -2.2428, 7.3106)
C (-1.6903, -1.8134, 8.5091)
C (-1.0256, -0.5796, 8.5488)
C (-0.9528, 0.1704, 7.3913)
H (-2.7352, -1.7823, 5.2243)
H (-2.8007, -3.2119, 7.2911)
H (-1.7186, -2.4388, 9.4065)
H (-0.5472, -0.1940, 9.4522)



Entry 2:
The following is a quantum chemistry calculation of a molecular structure, C34H39N5O3P2ReS, from the Open Molecules 2025 dataset.

Calculated values
LUMO level (spin up / spin down) = -6.0048 / -9.5809 eV
HOMO-LUMO gap (spin up / spin down) = 5.53 / 1.91 eV
highest occupied orbital energy (spin up / spin down) = -0.42386 / -0.42229 Ha
net charge = +2
ΔE to the lowest compared entry with this formula, charge and spin = 16.3 kcal per mole
spin multiplicity = 4

Geometry (Å):
Re (0.2786, 0.1143, 4.1653)
C (-0.8439, 1.9167, 3.6569)
C (-1.3015, 0.7860, 2.8962)
C (-0.9235, 0.6009, 1.4416)
C (0.4789, 0.0085, 1.1900)
C (1.3329, -0.1149, 2.4170)
C (1.7572, 1.0945, 3.1420)
C (1.4158, 2.4721, 2.5974)
C (0.0270, 2.9843, 3.0299)
C (1.8035, -1.1439, 4.9114)
H (-1.4792, 2.2922, 4.4688)
H (-2.2614, 0.3549, 3.1996)
H (-1.0336, 1.5507, 0.8962)
H (-1.6692, -0.0849, 1.0137)
H (0.3517, -1.0010, 0.7769)
H (0.9936, 0.5924, 0.4123)
H (2.0343, -0.9601, 2.4155)
H (2.7260, 1.0502, 3.6605)
H (1.5035, 2.4878, 1.5000)
H (2.1718, 3.1802, 2.9699)
H (0.1750, 3.7938, 3.7635)
H (-0.4742, 3.4564, 2.1668)
H (1.8854, -1.0723, 6.0052)
H (2.7903, -1.0582, 4.4393)
H (1.3569, -2.1177, 4.6539)
P (1.4916, -1.1479, -4.2448)
P (-1.5215, -0.7299, -3.9243)
N (2.9508, -0.1910, -4.2434)
N (2.2867, -2.4532, -5.2945)
N (-1.8123, 0.9887, -3.7047)
N (-3.2204, -1.0775, -4.3792)
C (0.6472, -0.2864, -5.6580)
C (-0.8601, -0.6062, -5.6606)
C (3.3934, 0.4132, -3.0569)
C (4.4578, 1.2464, -3.3552)
C (4.6904, 1.1643, -4.7702)
C (3.7457, 0.2867, -5.2924)
C (2.4391, -3.7608, -4.8253)
C (2.9171, -4.5691, -5.8555)
C (3.0763, -3.7353, -7.0074)
C (2.6874, -2.4498, -6.6309)
C (-1.6044, 1.5724, -2.4480)
C (-1.7167, 2.9503, -2.5742)
C (-2.0036, 3.2328, -3.9486)
C (-2.0556, 2.0182, -4.6166)
C (-4.1298, -0.3744, -5.1792)
C (-5.2492, -1.1713, -5.4007)
C (-5.0124, -2.4260, -4.7434)
C (-3.7649, -2.3501, -4.1439)
H (1.0805, -0.5644, -6.6297)
H (0.8136, 0.7954, -5.5335)
H (-1.3959, 0.1367, -6.2676)
H (-1.0503, -1.5846, -6.1315)
H (2.8873, 0.1772, -2.1319)
H (5.0048, 1.8530, -2.6491)
H (5.4506, 1.6868, -5.3308)
H (3.5851, -0.0302, -6.3122)
H (2.1937, -3.9940, -3.8003)
H (3.1214, -5.6302, -5.7979)
H (3.4222, -4.0317, -7.9898)
H (2.6714, -1.5500, -7.2317)
H (-1.3986, 0.9356, -1.6000)
H (-1.6014, 3.6679, -1.7756)
H (-2.1504, 4.2080, -4.3942)
H (-2.2551, 1.8122, -5.6633)
H (-3.9251, 0.6312, -5.5139)
H (-6.1292, -0.8923, -5.9641)
H (-5.6825, -3.2744, -4.7229)
H (-3.2031, -3.0665, -3.5637)
O (0.1987, 2.9257, 7.7062)
S (0.5466, 1.5331, 7.7153)
O (1.8971, 1.1084, 7.9877)
N (-0.0295, 0.7587, 6.2857)
C (-0.9563, -0.1933, 6.5074)
O (-1.2348, -0.9193, 5.4837)
C (-1.3609, -0.2704, 7.9088)
C (-2.2784, -1.1458, 8.5095)
C (-2.3988, -1.1435, 9.9030)
C (-1.6233, -0.2745, 10.6912)
C (-0.7224, 0.6124, 10.0843)
C (-0.6009, 0.5901, 8.6952)
H (-2.8665, -1.7906, 7.8627)
H (-3.0974, -1.8226, 10.3898)
H (-1.7225, -0.2921, 11.7783)
H (-0.1179, 1.3115, 10.6630)



Question: What is the spin multiplicity in the first record?
Answer: 3